[1]
124
Properties=species:S:1:pos:R:3:forces:R:3:lowdin_charge:R:1 method="wB97M-V/def2-TZVPD" energy_ha=-4758.83814 multiplicity=1 total_charge=-1 lumo_energy_ev=1.3 e_homo_ev=-5.27 gap_ha=0.24223 largest_force_ev_per_a=3.6
I 1.91836 -0.56224 3.57826 -0.1 -0.4 -0.1 0.8275
Cl 0.88472 -4.17518 -0.66349 0.7 0.6 -0.2 0.5722
Cl -1.91324 -3.91044 -0.39218 -0.9 1.3 0.2 0.4702
P 1.38762 -1.07430 0.19372 -0.6 1.0 -0.8 0.6516
F 3.71856 -0.59087 -4.32600 -2.5 0.4 -0.2 0.0532
F 2.52515 4.69899 2.70769 -2.3 -1.0 -0.1 0.0953
F 0.23251 4.50226 2.79107 2.0 -0.4 -0.1 0.0945
F 1.54323 3.49426 4.30134 -0.3 0.9 -2.4 0.0784
F 2.43090 0.40671 -5.85662 0.0 -0.7 2.1 0.0220
F 1.38469 -0.64973 -4.19386 2.4 0.8 -0.4 0.0965
O 4.10610 -7.52018 -3.30291 -0.1 0.2 0.1 0.0464
O -3.44312 2.59690 2.73717 -0.3 0.5 0.3 0.0577
O 2.14541 0.40952 0.80474 1.3 2.6 -0.9 -0.3979
O -3.15198 8.03234 4.04891 0.2 0.1 -0.1 0.0545
O -5.64221 0.34224 1.61639 -0.6 -1.5 -0.8 -0.2337
O 1.16323 -0.21076 -1.34819 0.2 3.2 -0.1 -0.3174
O -5.15581 3.05172 3.98465 0.3 0.0 -0.1 0.0745
O -3.93800 -0.31021 -2.28110 0.2 0.1 0.0 0.0521
O 3.55561 -5.97137 -1.89085 0.2 -0.3 -0.3 0.0496
O 1.50353 2.63889 2.25026 -0.1 3.6 0.0 -0.0313
O -1.83523 9.53406 3.20979 -0.2 -0.3 0.1 0.0665
O -8.12152 -2.60315 -0.63848 0.0 0.2 -0.5 0.0450
O -7.94894 -1.33022 -2.38752 0.0 -0.2 0.3 0.0552
O -1.85844 0.30088 -2.29731 -0.7 0.6 0.1 0.0382
N -3.03318 0.45087 -2.57680 0.2 0.1 0.1 -0.4046
N -4.05031 3.28793 3.53367 -0.1 -0.2 -0.1 -0.4275
N 3.89161 -6.36036 -2.98921 -0.1 -0.1 0.2 -0.4477
N -7.62453 -2.28540 -1.70672 -0.1 -0.1 0.2 -0.4461
N 3.78595 3.09821 -1.28197 0.3 0.7 0.3 -0.1319
N -2.09259 8.40285 3.57672 0.0 0.2 0.0 -0.4476
C 3.40135 2.50457 0.01986 1.8 -0.1 0.9 -0.1396
C 1.15145 2.81107 0.82207 -1.4 -2.2 0.0 -0.0801
C 3.82262 -2.92613 -0.19701 1.8 -1.6 0.9 -0.2535
C 2.62846 1.47449 -3.63306 0.3 0.3 -1.5 -0.0802
C -3.70828 -0.72635 2.70742 -0.2 1.0 -1.3 -0.1477
C 4.05369 -5.32451 -4.04191 0.1 0.1 -0.3 0.0418
C 2.02645 1.64586 0.06632 0.3 0.6 0.3 -0.2976
C -5.03846 -0.95878 1.82344 1.4 0.4 1.6 -0.2239
C 1.44638 3.83400 2.93322 0.5 -2.2 2.0 -0.5361
C 2.50472 0.11335 -4.46128 0.3 1.0 -0.5 -0.4294
C -2.61569 -0.11759 1.72655 1.5 -0.5 0.5 -0.2029
C 1.70895 -2.00662 1.83167 1.6 -0.9 1.7 -0.5970
C 1.66935 -4.55278 2.71145 -0.1 0.3 0.1 -0.1176
C -1.16709 -2.32924 -1.08138 0.1 -1.9 -2.3 -0.6217
C 1.24553 1.22635 -1.27328 -1.9 -0.3 -0.2 -0.2651
C 3.28152 4.47124 -1.51344 -0.4 0.5 -1.4 -0.1557
C -3.37625 4.52959 3.99339 0.0 0.3 0.3 0.0354
C 5.15525 -2.69881 0.70842 0.0 0.1 0.8 -0.2624
C 4.18595 -0.53245 -0.77800 -0.7 -0.7 -1.5 -0.1001
C 5.63313 -4.06390 1.43344 0.1 0.6 -0.9 -0.1253
C -6.63640 0.24510 0.55955 -0.2 0.5 0.2 -0.1060
C -1.02512 7.37857 3.43953 0.3 -0.1 -0.1 0.0336
C 0.43767 -2.40529 -0.87397 -1.3 -0.5 -1.8 -0.6163
C 3.01603 -1.66246 -0.67093 3.0 0.3 -0.9 -0.3367
C -0.20042 -0.23457 0.91515 -2.1 -0.1 0.4 -0.2605
C -6.52313 -3.13685 -2.22660 0.2 -0.2 0.1 0.0506
C 0.84142 -3.19145 2.37162 -0.4 -1.3 2.0 -0.3753
C -1.24087 -0.99966 1.80283 -2.4 0.7 0.4 -0.2573
C 1.42891 1.85794 -2.71249 -0.6 0.0 0.1 -0.1217
C -1.54811 -2.47057 -2.65833 0.3 1.5 1.0 -0.1558
C -3.40360 1.66608 -3.34570 0.1 0.3 -0.2 0.0570
H -3.31086 -1.68639 3.15224 -0.6 0.9 -0.5 0.1087
H 6.76823 -4.13070 1.34731 -1.4 0.0 0.3 0.0615
H -1.40422 6.59489 2.78670 0.0 0.0 0.2 0.0795
H 3.83030 0.29308 -1.47175 0.3 -0.7 1.3 0.0523
H 2.79383 -4.39489 2.65413 -1.3 -0.2 -0.2 0.0521
H 4.99819 -1.04365 -1.41298 -0.8 0.8 1.2 0.0874
H -3.85761 1.33806 -4.27945 -0.1 0.0 0.1 0.1016
H 2.87769 -1.81241 -1.80311 -0.6 0.0 1.8 0.1024
H 4.82034 -4.62947 -3.70318 -0.2 0.0 0.1 0.0985
H 2.66102 2.27834 -4.45528 -0.1 -1.2 1.1 0.1294
H 4.35442 -5.81020 -4.96741 0.0 0.0 0.2 0.0891
H -2.44341 4.23783 4.47409 0.0 0.0 -0.2 0.1027
H 2.14026 4.56235 -1.44889 1.7 -0.3 0.2 0.0714
H -0.14343 7.84606 3.00785 -0.2 0.0 0.0 0.0989
H -4.02834 5.04329 4.69590 0.0 -0.1 -0.1 0.0943
H -2.67566 -2.54368 -2.68218 1.3 -0.3 -0.3 0.0455
H 4.23370 -3.50555 -1.10144 -0.8 0.8 1.1 0.1015
H -0.80921 6.99358 4.43476 -0.1 -0.1 -0.1 0.1075
H 0.00103 0.65252 1.58403 0.3 -1.0 -0.9 0.0567
H -5.71651 -1.65383 2.41741 0.4 0.7 -1.1 0.1244
H -3.88336 0.03546 3.54285 -0.1 -1.2 -1.1 0.1103
H -1.58357 -2.03389 1.52686 0.8 0.9 0.0 0.0559
H -0.06613 -3.53502 1.80498 1.1 0.8 0.1 0.0454
H 0.77949 -2.23213 -1.96607 -0.2 -0.1 2.1 0.0660
H -2.95245 -0.04240 0.63590 0.2 -0.2 1.4 0.1018
H 5.34022 -4.11559 2.52689 0.2 -0.1 -1.4 0.0637
H -4.10896 2.23408 -2.74118 0.0 -0.1 -0.1 0.1020
H -3.19266 5.14641 3.11580 0.0 -0.1 0.1 0.0835
H 4.55466 -0.15812 0.21107 -0.3 -0.4 -1.1 0.0659
H -4.69443 -1.37582 0.82708 -0.6 0.1 1.1 0.1176
H -0.84596 0.18749 0.06093 1.1 -0.6 1.0 0.0745
H 4.30731 1.90545 0.38334 -1.6 0.4 -0.6 0.1242
H 1.33596 -5.38375 2.00936 0.7 1.0 0.9 0.0567
H -6.34196 -3.94416 -1.52092 -0.1 0.2 0.0 0.0985
H -1.29294 -1.43151 -3.10418 0.0 -2.2 0.4 0.0683
H -2.50390 2.24661 -3.53696 0.0 -0.2 0.1 0.0930
H 2.79038 -2.35096 2.01133 -1.6 0.5 -1.0 0.0058
H -1.75533 -1.44567 -0.77184 0.8 -0.8 0.6 0.0499
H 3.30151 -3.71360 0.43435 0.0 1.1 -1.1 0.0517
H 1.34047 3.84270 0.42518 0.1 -1.0 0.5 0.1169
H 0.43813 -2.89639 3.40508 0.4 -0.2 -1.7 0.0488
H 3.67014 1.49262 -3.20079 -1.5 -0.1 0.0 0.1021
H 0.18027 1.64059 -1.06194 1.3 -0.7 -0.1 0.1203
H 0.47515 1.56560 -3.28529 1.3 0.2 0.9 0.1184
H 0.03775 2.61208 0.78847 1.2 0.2 -0.1 0.1252
H 4.81400 3.19663 -1.26658 -0.8 -0.3 -0.1 0.1132
H -1.04324 -1.02175 2.93230 0.3 0.0 -1.6 0.0827
H 3.41093 3.39204 0.75433 -0.5 -1.5 -0.6 0.1110
H 1.31808 2.99304 -2.59506 0.5 -1.6 -0.3 0.1040
H 1.47567 -4.87207 3.79530 0.1 0.4 -1.5 0.0692
H 3.51041 4.71671 -2.61240 -0.2 -0.2 1.5 0.0882
H -7.06220 -0.81418 0.49917 0.5 1.5 0.0 0.0679
H 3.76211 5.28239 -0.88135 -0.6 -0.9 -0.4 0.0820
H -5.64027 -2.50631 -2.32713 -0.1 0.0 -0.1 0.0862
H -6.16197 0.58209 -0.42449 -0.7 -0.7 1.1 0.0867
H 3.09330 -4.82532 -4.16149 0.1 0.1 0.2 0.1028
H -0.99688 -3.31710 -3.16000 -0.8 0.9 0.6 0.0790
H 4.96710 -1.90500 1.51605 0.3 -1.0 -1.1 0.1003
H -7.47812 0.97601 0.81359 1.1 -1.0 -0.4 0.0967
H 6.04386 -2.34828 0.10155 -1.2 -0.2 0.5 0.0867
H -6.84015 -3.53050 -3.19091 0.1 0.2 0.0 0.0993
H 5.19125 -4.91265 0.82656 0.5 0.7 1.0 0.0661
H -2.30689 0.92047 2.03183 -0.5 -1.1 -0.4 0.0779

=====

[2]
112
Properties=species:S:1:pos:R:3:forces:R:3:lowdin_charge:R:1 method="wB97M-V/def2-TZVPD" energy_ha=-2859.79313 multiplicity=1 total_charge=0 lumo_energy_ev=0.4 e_homo_ev=-7.72 gap_ha=0.29850 largest_force_ev_per_a=8.1
P -2.43734 2.30426 -2.20084 0.0 0.5 -1.2 0.9343
F -0.24551 -3.43239 -2.23254 -4.1 1.0 1.7 -0.0278
F -2.58402 -4.12478 -2.15646 3.1 2.9 1.3 -0.0144
F -3.06812 -2.11912 0.14132 4.9 -1.6 -1.4 0.0478
F -0.59460 -1.86793 0.29790 -4.4 -2.5 -1.9 0.0236
F -1.64322 -4.00619 0.46071 -0.4 4.4 -2.0 0.0044
O 1.47309 -0.56342 -2.99262 0.9 -0.7 -0.5 -0.0185
O 3.93996 -7.94587 -1.15243 -0.7 0.7 0.1 -0.0014
O -8.64213 1.64233 -1.08842 1.7 0.2 4.2 -0.1012
O -7.12766 1.26984 0.87884 -6.9 0.5 -4.2 -0.0406
O 4.17309 6.22585 2.17120 0.4 -0.7 -0.4 -0.0040
O 4.11801 1.02627 1.17199 0.1 -0.7 0.6 -0.0223
O 1.23996 -0.98630 5.35785 -1.0 0.5 0.6 -0.0244
N 2.85936 -2.12553 -3.99223 -1.5 0.4 0.3 -0.1967
N -0.76500 0.16831 5.44822 1.6 0.0 0.3 -0.2016
N 5.55936 4.66375 1.17159 -1.3 0.4 0.3 -0.2015
N 1.93500 -6.79126 -1.06206 1.5 0.0 0.3 -0.2072
N 4.26308 -0.46279 2.93913 0.9 1.0 -1.3 -0.1911
C 0.94033 2.45606 -1.21469 0.9 0.2 0.0 -0.2131
C 0.39683 2.38249 1.49986 -1.2 -1.0 0.2 -0.1244
C 1.23313 -5.58717 -0.66939 -0.1 -0.2 -0.2 -0.0640
C 1.19194 -7.85645 -1.70279 0.3 -0.2 0.0 -0.0503
C 0.82389 1.56055 0.15020 1.3 -0.5 -0.2 -0.2369
C -1.60181 3.52987 -0.99765 -0.4 1.1 1.0 -0.4013
C -6.85746 2.11235 -2.85113 0.6 -0.3 0.7 -0.1613
C 2.97251 -3.36274 -4.73596 0.1 0.1 0.1 -0.0594
C 1.63900 -1.60205 -3.62034 1.0 0.0 -0.1 -0.3073
C 4.06787 -1.41558 -3.62781 -0.1 0.3 0.2 -0.0447
C -9.59849 0.72927 1.22306 -0.4 -1.2 -1.5 -0.0287
C -7.76367 2.70460 -1.59938 0.1 1.6 -2.5 -0.1869
C -1.27849 -0.33856 -2.40561 -0.8 0.0 0.0 -0.2522
C 2.82649 -0.54346 3.10341 0.0 -0.1 -0.3 -0.0489
C -1.62707 -3.00236 -1.84525 -0.7 0.1 -2.5 -0.1710
C 0.58694 0.00359 5.66443 -0.9 -0.2 -0.2 -0.3075
C 5.67251 3.42653 0.42785 0.0 0.3 -0.1 -0.0702
C -1.46687 1.37240 5.84089 0.0 -0.2 -0.1 -0.0626
C -2.31596 0.53740 -1.48686 -0.5 -0.9 1.2 -0.3811
C -1.74619 -2.67382 -0.23838 0.4 -1.8 2.7 -0.1286
C -5.36947 1.67689 -2.29084 -0.3 -0.3 0.2 -0.2720
C 5.11224 -1.23637 3.82069 -0.2 0.1 0.0 -0.0575
C -0.00633 3.79111 -1.26531 0.1 -0.2 -0.9 -0.2659
C -2.01906 -1.75304 -2.83349 0.9 -0.1 -0.9 -0.0872
C 4.33900 5.18722 1.54348 0.8 0.1 0.0 -0.3219
C -8.32956 1.26780 0.29819 3.8 -0.6 2.8 -0.2892
C 3.28694 -6.95598 -0.84586 -0.7 -0.5 -0.3 -0.3321
C -1.50806 -0.89688 4.80749 0.2 -0.2 -0.1 -0.0430
C -4.28626 2.90724 -2.27318 -1.2 0.1 1.9 -0.3835
C 6.76787 5.37369 1.53600 -0.2 0.2 0.2 -0.0553
C 4.77795 0.34760 1.94927 -0.8 -0.6 0.7 -0.3067
H 4.68749 2.99927 0.22108 0.3 0.1 0.2 0.0622
H 1.91564 1.12348 0.35674 -2.4 0.9 -0.5 0.0882
H 2.38145 -0.90567 2.17171 -0.1 0.1 0.1 0.0964
H -1.87466 3.19448 0.09253 0.8 0.8 -1.9 0.0673
H -2.14200 4.58131 -1.15720 1.0 -2.3 0.3 0.0939
H 0.82708 1.74617 -2.16781 0.0 1.7 2.1 0.0993
H -1.60277 -2.01037 -3.92168 -0.9 0.1 2.5 0.1359
H -0.78780 2.08926 6.31051 -0.1 -0.2 -0.1 0.0862
H -2.25534 1.10661 6.55078 0.0 0.2 0.0 0.0894
H -2.00496 0.64298 -0.35706 -0.4 -0.5 -2.1 0.0773
H 3.75384 -6.08745 -0.35336 -0.1 0.1 0.0 0.1267
H 2.56899 -1.22056 3.92225 0.3 0.3 -0.4 0.0619
H 4.92459 -0.92795 4.85303 0.1 -0.2 0.0 0.0925
H -10.30608 0.10878 0.49056 1.4 1.5 1.5 0.0936
H -1.07763 -1.08702 3.81967 -0.2 -0.1 0.1 0.0897
H -4.96840 0.78035 -2.92868 -0.7 1.7 1.0 0.0942
H 5.87946 0.33547 1.91155 0.0 -0.1 0.1 0.1276
H -3.18543 -1.66116 -2.95911 2.3 -0.3 0.6 0.1342
H -1.41969 -1.80542 5.41088 -0.1 0.0 -0.2 0.0942
H -7.14501 3.27650 -0.78769 -1.1 -1.6 -1.4 0.1377
H -2.56178 -0.62443 4.70403 0.2 0.0 0.1 0.0903
H 6.73729 6.37635 1.09900 0.2 0.0 0.1 0.0913
H -4.44790 3.49378 -1.24605 0.1 -1.0 -2.2 0.0840
H 0.44466 -5.85296 0.04050 0.0 0.2 0.0 0.0885
H 2.06895 2.84109 -1.26631 -2.4 -0.7 0.1 0.1116
H 6.16896 -1.08162 3.58627 -0.2 0.0 0.0 0.0829
H 3.48696 4.56920 1.21641 0.1 -0.1 -0.1 0.1267
H 0.94259 1.90842 2.42697 -1.0 1.1 -1.8 0.0562
H 4.11188 -1.32362 -2.53835 0.2 0.1 -0.1 0.0935
H 4.95200 -1.94794 -3.98858 -0.2 0.0 0.0 0.0887
H -9.25105 -0.06129 2.04653 -0.4 2.2 -1.9 0.1043
H -8.48221 3.52016 -2.09309 1.3 -1.9 1.3 0.1366
H -7.42189 1.17003 -3.29338 1.1 2.0 1.0 0.1237
H -10.25023 1.58795 1.67854 1.6 -1.5 -0.9 0.0922
H 0.55028 3.54111 1.45502 -0.1 -2.3 0.0 0.0767
H -1.91157 1.82844 4.95189 0.0 0.1 0.2 0.0887
H -6.71463 2.88936 -3.71893 -0.5 -1.3 1.8 0.1119
H -3.34364 -0.06194 -1.48092 2.0 1.7 0.0 0.0714
H 0.09492 4.23181 -2.36834 -0.3 -0.9 2.3 0.1135
H 4.03729 -0.41293 -4.06482 0.2 -0.1 0.1 0.0943
H 6.18227 3.62808 -0.51849 0.0 -0.2 0.0 0.0899
H 1.91220 -4.87031 -0.19978 0.0 -0.2 -0.1 0.0900
H 3.48227 -3.16119 -5.68231 0.0 -0.2 0.0 0.0895
H 0.41391 4.62787 -0.53905 -1.0 -1.8 -1.4 0.1069
H 7.65200 4.84133 1.17524 -0.2 0.0 0.0 0.0853
H 6.81188 5.46565 2.62546 0.2 0.1 -0.1 0.0908
H -0.76580 2.19300 1.68104 2.4 0.6 -0.2 0.0642
H 0.13821 -7.58400 -1.80625 0.2 0.1 0.1 0.0883
H 3.55727 -4.07634 -4.14850 -0.1 -0.1 -0.2 0.0894
H 1.28031 -8.76499 -1.09941 -0.1 0.0 -0.2 0.0931
H 1.05384 0.87212 6.15692 -0.1 0.0 0.0 0.1362
H -0.24833 -0.58010 -1.89745 -2.3 0.7 -1.1 0.0802
H 0.78843 -5.13113 -1.55840 0.0 0.0 0.3 0.0664
H -5.51499 1.27670 -1.17882 0.4 0.8 -2.4 0.1122
H -4.47553 3.66434 -3.14624 0.6 -1.6 1.5 0.0818
H 4.87019 -2.29664 3.70437 0.1 0.0 0.2 0.0912
H -1.07727 0.29355 -3.39376 -0.3 -1.6 2.2 0.1027
H 1.62237 -8.04659 -2.69061 -0.2 -0.1 0.1 0.0916
H 0.15581 0.60208 -0.07123 1.2 2.2 0.8 0.0756
H 0.78696 -2.22007 -3.94741 0.2 0.0 -0.1 0.1136
H 2.43560 0.45638 3.31490 -0.1 -0.2 0.0 0.0779
H 1.98749 -3.79000 -4.94274 0.1 0.1 0.1 0.0868
H 6.25727 2.71293 1.01531 -0.1 -0.1 -0.2 0.0777